Computed, not measured: a molecular structure, C40H58N6O3STa, with ωB97M-V/def2-TZVPD.

CARTESIAN COORDINATES (ANGSTROEM)
H (1.38398, 2.94026, -3.53196)
C (-2.21673, -2.70957, 2.28875)
C (-2.34997, -0.51450, -2.39093)
H (-4.43279, -1.60288, 5.79468)
C (-4.45221, 0.28645, 4.66946)
H (5.10531, -1.15056, 2.39618)
H (-0.30785, -3.14020, -3.52416)
H (-3.32153, -0.22046, -2.83076)
H (-2.52601, -2.35101, -3.40470)
C (4.79513, -1.14274, -0.61809)
H (0.03169, -6.27322, -0.35255)
C (-1.20553, 1.43910, -3.30732)
H (1.80089, -0.52344, -2.01420)
H (7.51292, -1.30100, -1.10738)
O (-0.04973, 1.47113, 0.78324)
H (-3.12232, 2.40355, 3.10782)
H (-4.79399, 1.26244, 5.02944)
H (2.20182, 5.30091, 0.01782)
N (2.76922, -0.11297, 0.33762)
C (1.07360, 3.49955, 0.24860)
H (-2.63985, 0.97974, -0.32131)
H (-1.27348, 2.50695, -3.08935)
C (-3.95770, -0.61553, 5.81374)
C (-3.95448, -1.71188, 0.79009)
H (6.94274, -2.95413, -0.94328)
N (-1.56126, 0.68623, -2.09476)
C (-2.45271, -1.99348, 0.94663)
H (-4.18711, -1.31365, -0.19301)
S (-0.64057, -0.11850, 3.77191)
H (5.08764, 1.37142, 2.30068)
H (-2.43874, -3.76917, 2.19017)
C (0.13999, 3.15158, 2.45143)
H (3.56295, -1.39249, 3.18374)
H (5.34406, -1.12050, 0.30294)
C (1.29638, 1.93536, -3.08783)
H (-2.54232, -0.98884, -1.43305)
N (1.05333, 2.02465, -1.67321)
C (0.69298, 4.34384, 2.87595)
C (2.54788, 0.71077, 2.65220)
C (3.53281, -1.22486, -3.08298)
C (-0.44631, -2.23998, -2.90089)
C (4.56035, 1.18023, 1.36923)
H (1.90726, 6.03336, 2.34953)
C (4.03347, -1.20944, 2.22132)
H (-2.14285, -2.68487, 0.14649)
H (-2.85418, -2.29035, 3.06302)
H (4.06635, 2.09796, 1.05376)
C (2.92577, -1.24487, -4.45943)
H (-1.90200, -1.23027, 6.10859)
H (-0.40504, 2.52980, 3.14374)
C (5.48407, -1.60454, -1.72514)
C (1.26507, 3.15454, -1.14069)
C (0.33949, -4.21267, 0.12031)
C (3.45272, -0.70294, -0.68715)
C (-2.35906, 1.53961, -1.21130)
C (1.27592, -5.14373, 2.57734)
C (4.85831, -1.63634, -2.95917)
H (-1.60596, -1.16040, -4.31869)
H (3.12288, 0.92161, 3.55168)
C (1.61558, 4.70507, 0.70377)
H (1.62225, 3.99827, -1.75073)
C (6.90104, -2.06898, -1.57551)
N (-0.29891, -2.54975, -1.50814)
H (-4.49764, -2.64340, 0.92390)
H (-0.07087, -4.53901, -1.95876)
C (3.47809, 0.09900, 1.60170)
C (0.83264, -6.04544, 1.61707)
H (-4.12064, -0.16697, 6.79654)
C (0.20659, 1.14303, -3.81111)
H (5.39433, -1.98989, -3.82729)
C (-3.26122, 1.38225, 2.74078)
H (-3.27464, 1.90758, -1.70155)
H (-1.17976, -2.60284, 2.59397)
H (7.33289, -2.31461, -2.54164)
H (-2.44747, 1.12363, 2.06116)
C (-0.04711, -3.75606, -1.19026)
O (-1.68276, -0.82926, 0.81743)
H (2.12144, 1.64864, 2.30811)
N (-3.27740, 0.44750, 3.82852)
O (0.74774, -2.00326, 0.86081)
H (0.55852, 4.66102, 3.89747)
H (2.92605, -0.24286, -4.89206)
H (1.75791, 0.00931, 2.91957)
H (0.26661, 1.38246, -4.87239)
C (-1.76125, -1.57386, -3.32088)
C (1.45147, 5.11778, 2.00850)
C (0.77241, -3.29333, 1.10534)
H (2.26023, 1.43233, -3.22475)
H (-4.21114, 1.33163, 2.20972)
H (0.38392, -1.56430, -3.10943)
H (1.64958, -5.50557, 3.52355)
H (3.50939, -1.88687, -5.11727)
H (-1.92845, 1.22771, -4.10810)
H (0.85345, -7.10379, 1.81778)
H (-4.28031, -0.99821, 1.54029)
H (3.82433, -2.06622, 1.58517)
H (-5.26784, -0.17474, 4.10323)
H (-1.76150, 2.39605, -0.90289)
H (1.57570, -3.07812, 3.07166)
Ta (0.18427, -0.31290, 0.49500)
H (1.90263, -1.60959, -4.45084)
N (-2.54358, -0.72308, 5.52790)
C (2.84299, -0.80561, -1.95899)
C (1.24727, -3.78858, 2.32746)
H (5.27831, 0.90989, 0.60211)
C (-2.19358, -0.12178, 4.37734)
C (0.35284, 2.68000, 1.14822)
H (0.40596, 0.08728, -3.69782)
C (0.37548, -5.58047, 0.40313)

Values from the calculation:
highest occupied orbital energy	-8.58	eV
orbital gap	4.36	eV
E	-69886.603	eV
total charge	+1
2S+1	1
largest force on an atom	2.9	eV/Å